# 1
Computed, not measured: 4 unconnected molecules or ions with the total composition C24H44BFN4O6, with ωB97M-V/def2-TZVPD.

Bonds (Å) are listed after each position.
Element x y z (Å)
1 F 1.3175 1.7892 2.9649  C21 1.381
2 O -0.8872 -1.0659 0.5503  B36 1.372, H76 0.965
3 O 4.4604 -0.9068 2.8504  C17 1.233
4 O 3.4715 1.1364 3.0702  C17 1.374, C21 1.424
5 O 3.7523 1.7405 0.3905  C28 1.416, C34 1.424
6 O 0.7434 -2.7010 0.0445  B36 1.378, H56 0.959
7 O 2.2899 0.5048 -2.0087  C25 1.405, C35 1.425
8 N -7.1125 -3.8589 -5.5558  C22 1.154
9 N 8.5561 0.5584 8.0268  C13 1.154
10 N 2.9421 3.2836 2.4596  C21 1.411, C24 1.462, H44 1.007
11 N -1.6506 -1.7821 -2.4284  C16 1.155
12 C 1.2958 -0.8631 1.8235  C33 1.546, B36 1.590, H48 1.094, H51 1.083
13 C 7.4234 0.6336 7.8188  N9 1.154, C32 1.463
14 C -0.1617 3.7839 1.1411  C29 1.535, H46 1.086, H47 1.091, H59 1.089
15 C -4.1256 -1.2492 -5.1877  C31 1.523, H66 1.092, H72 1.089, H75 1.092
16 C -2.7826 -1.9456 -2.5866  N11 1.155, C26 1.461
17 C 3.6152 -0.0920 2.4723  O3 1.233, O4 1.374, C33 1.519
18 C 6.3319 1.2926 5.0873  C20 1.521, H52 1.088, H57 1.091, H74 1.092
19 C -9.5963 -3.0954 -2.8699  C27 1.524, H50 1.092, H61 1.089, H79 1.091
20 C 5.6551 0.3772 6.0964  C18 1.521, C32 1.534, H63 1.091, H78 1.091
21 C 2.5423 1.9355 2.3446  F1 1.381, O4 1.424, N10 1.411, C34 1.547
22 C -7.6084 -4.4310 -4.6843  N8 1.154, C23 1.462
23 C -8.2607 -5.1423 -3.5854  C22 1.462, C27 1.533, H54 1.092, H62 1.090
24 C 2.3534 4.2384 1.5226  N10 1.462, C29 1.530, H38 1.089, H65 1.095
25 C 3.4161 1.3453 -2.0098  O7 1.405, C28 1.501, H68 1.099, H69 1.095
26 C -4.2069 -2.1766 -2.8181  C16 1.461, C31 1.534, H53 1.091, H58 1.091
27 C -9.6473 -4.5606 -3.2855  C19 1.524, C23 1.533, H39 1.091, H71 1.091
28 C 4.2451 1.1145 -0.7801  O5 1.416, C25 1.501, H60 1.091, H73 1.090
29 C 0.9093 4.6315 1.8407  C14 1.535, C24 1.530, H37 1.091, H70 1.089
30 C 0.3661 1.8820 -2.5910  C35 1.517, H41 1.088, H49 1.090, H77 1.090
31 C -4.5098 -2.4271 -4.3013  C15 1.523, C26 1.534, H45 1.086, H67 1.091
32 C 5.9888 0.7359 7.5496  C13 1.463, C20 1.534, H42 1.090, H80 1.091
33 C 2.6080 -0.2031 1.3412  C12 1.546, C17 1.519, C34 1.520, H43 1.088
34 C 2.5330 1.2640 0.9505  O5 1.424, C21 1.547, C33 1.520, H40 1.090
35 C 1.3583 0.8250 -3.0387  O7 1.425, C30 1.517, H55 1.094, H64 1.083
36 B 0.3810 -1.5591 0.7248  O2 1.372, O6 1.378, C12 1.590
37 H 0.7741 5.6592 1.5005  C29 1.091
38 H 2.9662 5.1358 1.5967  C24 1.089
39 H -10.2816 -4.6708 -4.1663  C27 1.091
40 H 1.6781 1.5407 0.3335  C34 1.090
41 H -0.3606 1.4698 -1.8936  C30 1.088
42 H 5.4691 0.0699 8.2390  C32 1.090
43 H 2.9840 -0.8218 0.5296  C33 1.088
44 H 3.9470 3.3453 2.4872  N10 1.007
45 H -5.5717 -2.6276 -4.4134  C31 1.086
46 H -0.4447 2.9110 1.7223  C14 1.086
47 H -1.0677 4.3781 1.0167  C14 1.091
48 H 1.6055 -1.6518 2.5162  C12 1.094
49 H -0.1659 2.2660 -3.4611  C30 1.090
50 H -8.9722 -2.9593 -1.9845  C19 1.092
51 H 0.6679 -0.1789 2.3799  C12 1.083
52 H 6.0331 1.0157 4.0780  C18 1.088
53 H -4.5078 -3.0315 -2.2112  C26 1.091
54 H -7.6195 -5.0724 -2.7047  C23 1.092
55 H 1.9158 1.1964 -3.9042  C35 1.094
56 H 1.6515 -2.7065 -0.2628  O6 0.959
57 H 7.4192 1.2200 5.1464  C18 1.091
58 H -4.7535 -1.3028 -2.4588  C26 1.091
59 H 0.1653 3.4945 0.1430  C14 1.089
60 H 4.4260 0.0481 -0.6368  C28 1.091
61 H -10.5947 -2.7285 -2.6352  C19 1.089
62 H -8.3333 -6.1944 -3.8611  C23 1.090
63 H 4.5733 0.4332 5.9669  C20 1.091
64 H 0.8492 -0.0963 -3.2912  C35 1.083
65 H 2.4160 3.9126 0.4791  C24 1.095
66 H -3.0527 -1.0512 -5.1502  C15 1.092
67 H -3.9812 -3.3216 -4.6350  C31 1.091
68 H 4.0513 1.1049 -2.8734  C25 1.099
69 H 3.1571 2.4069 -2.0790  C25 1.095
70 H 0.7540 4.6200 2.9181  C29 1.089
71 H -10.1013 -5.1521 -2.4895  C27 1.091
72 H -4.3869 -1.4568 -6.2244  C15 1.089
73 H 5.2162 1.5758 -0.9617  C28 1.090
74 H 6.0493 2.3351 5.2512  C18 1.092
75 H -4.6496 -0.3407 -4.8841  C15 1.092
76 H -1.2343 -1.1365 -0.3474  O2 0.965
77 H 0.8801 2.7197 -2.1194  C30 1.090
78 H 5.9442 -0.6566 5.9024  C20 1.091
79 H -9.1954 -2.4703 -3.6690  C19 1.091
80 H 5.6745 1.7571 7.7718  C32 1.091

Values from the calculation:
Energy = -47243.2452 eV
Structure (SMILES) = CCCN[C@]1(F)OC(=O)[C@@H](CB(O)O)[C@@H]1OCCOCC.CCCC#N.CCCC#N.CCCC#N

---

# 2
Computed, not measured: 3 unconnected molecules or ions with the total composition C24H44BN3O9, with ωB97M-V/def2-TZVPD.

Bonds (Å) are listed after each position.
Element x y z (Å)
1 O -5.5672 -3.7020 -3.8239  C20 1.416, C26 1.413
2 O 1.2031 -0.7355 2.8311  C19 1.417, C35 1.419
3 O 3.5301 1.7745 -3.1044  B37 1.396, H53 0.963
4 O -2.1788 -1.3640 -1.9384  C25 1.413, C30 1.421
5 O 0.2431 3.7524 2.3237  C36 1.200
6 O 4.3736 5.6533 2.6448  C21 1.201
7 O -0.9274 1.6970 0.9862  C23 1.419, H47 0.961
8 O 1.5560 1.3667 -4.3482  B37 1.369, H38 0.967
9 O 1.2323 -5.2091 3.5413  C15 1.416, C17 1.414
10 N 1.8939 -2.4845 5.2420  C13 1.456, C33 1.465, H79 1.008
11 N 2.4685 4.2624 2.8693  C21 1.453, C36 1.452, H50 1.029
12 N -4.4902 -0.6030 -3.7880  C24 1.457, C31 1.466, H46 1.007
13 C 2.8164 -1.8301 4.3247  N10 1.456, C35 1.522, H61 1.094, H76 1.096
14 C 4.0058 4.8919 -0.4122  C28 1.378, C34 1.368, H43 1.085
15 C 2.3636 -4.8788 4.3265  O9 1.416, C33 1.532, H63 1.092, H70 1.097
16 C 2.2244 3.9937 -1.7745  C27 1.526, C28 1.381, C32 1.396
17 C 0.7424 -4.1675 2.7204  O9 1.414, H52 1.090, H64 1.092, H77 1.091
18 C 0.0229 3.1825 -0.7885  C23 1.558, C32 1.520, H41 1.099, H78 1.090
19 C -0.0997 -0.5500 3.3566  O2 1.417, H55 1.093, H59 1.094, H68 1.089
20 C -6.2702 -2.4966 -3.5818  O1 1.416, C31 1.532, H39 1.097, H40 1.092
21 C 3.5062 4.9843 2.1535  O6 1.201, N11 1.453, C34 1.523
22 C 1.1302 0.9619 0.0192  C23 1.535, H65 1.097, H72 1.093, H73 1.093
23 C -0.1677 1.7475 -0.2115  O7 1.419, C18 1.558, C22 1.535, H69 1.111
24 C -4.3897 -0.3842 -2.3506  N12 1.457, C30 1.522, H57 1.096, H71 1.094
25 C -1.3351 -1.4777 -3.0664  O4 1.413, H66 1.095, H80 1.090, H81 1.094
26 C -4.2951 -3.7913 -3.2151  O1 1.413, H48 1.090, H54 1.091, H74 1.092
27 C 1.7691 3.6828 -3.1976  C16 1.526, B37 1.598, H42 1.099, H75 1.089
28 C 3.4848 4.5429 -1.6394  C14 1.378, C16 1.381, H62 1.086
29 C 1.9656 4.1098 0.5681  C32 1.384, C34 1.385, C36 1.527
30 C -2.9564 -0.1757 -1.8841  O4 1.421, C24 1.522, H58 1.096, H60 1.094
31 C -5.7211 -1.2398 -4.2651  N12 1.466, C20 1.532, H44 1.093, H51 1.096
32 C 1.4235 3.7593 -0.6559  C16 1.396, C18 1.520, C29 1.384
33 C 2.1246 -3.9102 5.4896  N10 1.465, C15 1.532, H56 1.096, H67 1.093
34 C 3.2278 4.6667 0.6907  C14 1.368, C21 1.523, C29 1.385
35 C 2.2589 -0.5332 3.7571  O2 1.419, C13 1.522, H45 1.095, H49 1.095
36 C 1.3618 4.0010 1.9667  O5 1.200, N11 1.452, C29 1.527
37 B 2.2918 2.2191 -3.5698  O3 1.396, O8 1.369, C27 1.598
38 H 1.9492 0.4959 -4.1961  O8 0.967
39 H -6.4294 -2.3567 -2.5055  C20 1.097
40 H -7.2622 -2.6680 -4.0056  C20 1.092
41 H -0.6720 3.8933 -0.3208  C18 1.099
42 H 2.2994 4.3853 -3.8548  C27 1.099
43 H 4.9852 5.3521 -0.3330  C14 1.085
44 H -5.5607 -1.4858 -5.3175  C31 1.093
45 H 1.9649 0.1624 4.5504  C35 1.095
46 H -3.7005 -1.1310 -4.1236  N12 1.007
47 H -1.3009 2.5627 1.1698  O7 0.961
48 H -3.9989 -4.8405 -3.2090  C26 1.090
49 H 3.0667 -0.0629 3.1864  C35 1.095
50 H 2.8948 3.3265 2.8898  N11 1.029
51 H -6.5137 -0.4835 -4.2350  C31 1.096
52 H 0.0984 -4.6126 1.9617  C17 1.090
53 H 3.5280 1.6531 -2.1493  O3 0.963
54 H -3.5550 -3.2545 -3.8107  C26 1.091
55 H -0.1482 0.3385 3.9918  C19 1.093
56 H 2.9880 -3.9909 6.1600  C33 1.096
57 H -4.7785 -1.2407 -1.7885  C24 1.096
58 H -2.4694 0.6463 -2.4206  C30 1.096
59 H -0.4471 -1.4152 3.9295  C19 1.094
60 H -2.9973 0.0992 -0.8263  C30 1.094
61 H 3.7533 -1.6175 4.8482  C13 1.094
62 H 4.1070 4.7292 -2.5099  C28 1.086
63 H 2.6730 -5.8259 4.7741  C15 1.092
64 H 1.5443 -3.6255 2.2139  C17 1.092
65 H 0.8626 -0.1012 -0.0097  C22 1.097
66 H -0.8261 -0.5319 -3.2800  C25 1.095
67 H 1.2589 -4.2773 6.0458  C33 1.093
68 H -0.7809 -0.4078 2.5196  C19 1.089
69 H -0.7624 1.1865 -0.9642  C23 1.111
70 H 3.1975 -4.5697 3.6842  C15 1.097
71 H -4.9844 0.4925 -2.0781  C24 1.094
72 H 1.8974 1.1190 -0.7434  C22 1.093
73 H 1.4682 1.1472 1.0423  C22 1.093
74 H -4.3012 -3.4314 -2.1840  C26 1.092
75 H 0.6983 3.8093 -3.3524  C27 1.089
76 H 3.0514 -2.4703 3.4665  C13 1.096
77 H 0.1222 -3.4872 3.3056  C17 1.091
78 H -0.2320 3.1602 -1.8483  C18 1.090
79 H 0.9412 -2.3575 4.9391  N10 1.008
80 H -0.5795 -2.2314 -2.8448  C25 1.090
81 H -1.8717 -1.7991 -3.9635  C25 1.094

Values from the calculation:
Energy = -49175.2667 eV
Structure (SMILES) = C[C@@H](O)Cc1c(CB(O)O)ccc2c1C(=O)NC2=O.COCCNCCOC.COCCNCCOC

---

# 3
Computed, not measured: 3 unconnected molecules or ions with the total composition C24H44Cl2N3O8, with ωB97M-V/def2-TZVPD.

Bonds (Å) are listed after each position.
Element x y z (Å)
1 Cl 0.2757 1.3597 2.0908  C31 1.731
2 Cl 0.0795 -2.7815 3.1070  C37 1.742
3 O -3.6374 0.9109 -0.5138  C20 1.443, H46 0.964
4 O 2.6018 1.1379 5.7945  C28 1.221
5 O 1.0467 -4.0229 -2.2620  C30 1.225
6 O -5.1650 -2.9098 -2.0130  C16 1.432, C25 1.376
7 O -0.1378 4.3157 -2.5778  C29 1.364, C34 1.436
8 O -6.4185 -3.0202 -0.1494  C25 1.188
9 O 0.2158 -0.0546 -0.3189  C19 1.409, C33 1.410
10 O 1.3115 5.0449 -1.0210  C29 1.200
11 N -1.7072 -2.0338 -0.9213  C15 1.505, C24 1.520, C32 1.497, H67 1.029
12 N 4.6552 1.9789 5.3354  C14 1.450, C26 1.454, C28 1.342
13 N 2.3191 -3.5816 -4.0992  C23 1.457, C27 1.451, C30 1.337
14 C 6.0833 1.9655 5.5850  N12 1.450, H45 1.088, H56 1.091, H66 1.091
15 C -2.9830 -2.7785 -1.2096  N11 1.505, C16 1.524, H72 1.090, H78 1.090
16 C -4.0884 -1.9739 -1.8838  O6 1.432, C15 1.524, H39 1.090, H62 1.089
17 C 0.3762 -0.4799 4.5491  C37 1.496, H52 1.088, H59 1.089, H75 1.089
18 C -1.0235 5.3379 -0.6028  C29 1.500, H57 1.092, H64 1.089, H65 1.087
19 C -0.1456 -0.9864 0.6744  O9 1.409, C24 1.545, C31 1.517, H76 1.102
20 C -2.7736 0.7987 0.6363  O3 1.443, C21 1.535, C36 1.526, H49 1.090
21 C -2.7264 -0.6887 1.0131  C20 1.535, C24 1.527, H48 1.092, H61 1.091
22 C 0.3839 2.0212 -1.9186  C34 1.530, C35 1.528, H47 1.095, H70 1.088
23 C 3.5513 -3.5601 -3.3215  N13 1.457, H58 1.090, H77 1.086, H81 1.089
24 C -1.5726 -1.5553 0.5147  N11 1.520, C19 1.545, C21 1.527, H71 1.091
25 C -6.2635 -2.5947 -1.2472  O6 1.376, O8 1.188, H63 1.098
26 C 4.1103 2.9175 4.3678  N12 1.454, H42 1.090, H60 1.087, H74 1.091
27 C 2.3781 -3.3333 -5.5280  N13 1.451, H40 1.090, H41 1.088, H73 1.091
28 C 3.8096 1.1542 5.9726  O4 1.221, N12 1.342, H80 1.102
29 C 0.1773 4.8927 -1.3830  O7 1.364, O10 1.200, C18 1.500
30 C 1.1706 -3.8440 -3.4676  O5 1.225, N13 1.337, H79 1.104
31 C 0.0788 -0.3590 2.0377  Cl1 1.731, C19 1.517, C37 1.334
32 C -1.3826 -0.9475 -1.8983  N11 1.497, C33 1.515, H43 1.091, H53 1.088
33 C 0.0420 -0.4994 -1.6453  O9 1.410, C32 1.515, C35 1.542, H68 1.101
34 C 0.6532 3.1619 -2.9017  O7 1.436, C22 1.530, H44 1.089, H55 1.091
35 C 0.4051 0.6547 -2.6018  C22 1.528, C33 1.542, H51 1.091, H69 1.096
36 C -3.3328 1.6412 1.7795  C20 1.526, H38 1.089, H50 1.091, H54 1.092
37 C 0.1689 -1.0434 3.1792  Cl2 1.742, C17 1.496, C31 1.334
38 H -2.9272 1.3447 2.7456  C36 1.089
39 H -3.8148 -1.6411 -2.8846  C16 1.090
40 H 3.0091 -4.0742 -6.0198  C27 1.090
41 H 1.3778 -3.3936 -5.9519  C27 1.088
42 H 3.3891 3.5809 4.8451  C26 1.090
43 H -1.4333 -1.3950 -2.8918  C32 1.091
44 H 0.3988 2.8922 -3.9253  C34 1.089
45 H 6.3151 1.2102 6.3330  C14 1.088
46 H -3.4269 1.7299 -0.9757  O3 0.964
47 H -0.6041 2.1844 -1.4765  C22 1.095
48 H -3.6878 -1.1255 0.7346  C21 1.092
49 H -1.7867 1.1877 0.3838  C20 1.090
50 H -4.4210 1.5582 1.7812  C36 1.091
51 H 1.3684 0.4663 -3.0775  C35 1.091
52 H -0.1486 0.4666 4.6629  C17 1.088
53 H -2.1009 -0.1365 -1.7985  C32 1.088
54 H -3.0897 2.6953 1.6318  C36 1.092
55 H 1.7038 3.4530 -2.8609  C34 1.091
56 H 6.4179 2.9360 5.9545  C14 1.091
57 H -1.3538 6.3146 -0.9617  C18 1.092
58 H 3.4976 -2.8004 -2.5414  C23 1.090
59 H 1.4401 -0.3380 4.7335  C17 1.089
60 H 4.9219 3.5069 3.9492  C26 1.087
61 H -2.6816 -0.7598 2.1004  C21 1.091
62 H -4.3936 -1.1116 -1.2929  C16 1.089
63 H -6.9805 -1.9370 -1.7558  C25 1.098
64 H -1.8551 4.6449 -0.7217  C18 1.089
65 H -0.7476 5.4281 0.4449  C18 1.087
66 H 6.6314 1.7316 4.6707  C14 1.091
67 H -0.9556 -2.7263 -1.0385  N11 1.029
68 H 0.7012 -1.3581 -1.8455  C33 1.101
69 H -0.3388 0.6754 -3.4062  C35 1.096
70 H 1.1228 2.0538 -1.1201  C22 1.088
71 H -1.5849 -2.4761 1.0994  C24 1.091
72 H -2.7326 -3.6251 -1.8496  C15 1.090
73 H 2.7854 -2.3410 -5.7267  C27 1.091
74 H 3.5980 2.3847 3.5659  C26 1.091
75 H -0.0408 -1.1798 5.2714  C17 1.089
76 H 0.5411 -1.8465 0.6168  C19 1.102
77 H 4.3841 -3.3401 -3.9835  C23 1.086
78 H -3.3560 -3.1907 -0.2723  C15 1.090
79 H 0.2986 -3.8522 -4.1445  C30 1.104
80 H 4.3089 0.4821 6.6883  C28 1.102
81 H 3.7142 -4.5241 -2.8413  C23 1.089

Values from the calculation:
Total charge = +1
Energy = -71490.3315 eV

---

no.,E_LUMO (eV),frontier orbital gap (eV),HOMO level (eV)
1,0.3,9.9,-9.58
2,-0.5,8.1,-8.63
3,-2.1,9.0,-11.11